Entry 1:
A cluster of 4 separate species, C28H37BF24NO6P in total, computed with the ωB97M-V functional and the def2-TZVPD basis.

Positions of all 98 atoms, in Å:
C -1.006 4.038 7.191
C 0.113 4.264 6.334
C 1.562 4.513 5.538
B 1.513 3.658 4.095
C 1.329 4.546 2.724
C -0.256 5.041 2.524
C -1.036 4.242 1.319
P -2.379 3.149 2.196
O -1.641 2.442 3.401
O -3.069 1.928 1.164
C -2.047 1.107 0.498
C -1.469 -0.145 1.386
O -3.661 4.237 2.642
C -4.191 3.969 3.986
C -4.964 5.377 4.453
C 1.613 2.023 4.211
C 2.131 1.252 2.863
C 3.403 0.182 3.038
N 1.607 1.353 1.599
H -2.075 3.828 7.677
H 1.745 5.661 5.359
H 2.401 4.022 6.209
H 1.777 4.048 1.764
H 1.933 5.562 2.890
H -0.791 4.908 3.565
H -0.331 6.197 2.260
H -0.296 3.624 0.655
H -1.609 4.982 0.589
H -2.585 0.618 -0.449
H -1.130 1.696 0.073
H -0.347 -0.342 1.047
H -1.563 -0.022 2.545
H -2.068 -1.128 1.076
H -5.059 3.149 3.980
H -3.385 3.774 4.812
H -4.267 6.246 4.025
H -4.967 5.524 5.619
H -6.005 5.518 3.938
H 2.425 1.799 5.058
H 0.624 1.499 4.592
H 4.152 0.213 2.139
H 2.883 -0.892 3.045
H 3.900 0.296 4.097
H 0.809 2.023 1.657
C -1.078 -3.552 -2.524
C -2.107 -2.540 -3.050
C -1.858 -2.053 -4.473
F -0.678 -1.405 -4.595
F -2.819 -1.167 -4.850
F -2.196 -1.499 -2.178
F -3.332 -3.155 -3.017
O -0.041 -3.020 -1.697
C 1.085 -2.488 -2.394
C 1.272 -0.984 -2.159
F 0.188 -0.277 -2.571
F 2.335 -0.507 -2.860
F 0.991 -2.809 -3.706
F 2.165 -3.165 -1.920
H -1.626 -4.235 -1.863
H -0.683 -4.200 -3.315
H -1.877 -2.882 -5.186
H 1.433 -0.768 -1.099
C -4.269 -7.548 -1.925
C -3.125 -6.969 -2.771
C -2.463 -7.962 -3.721
F -1.887 -8.994 -3.064
F -1.469 -7.358 -4.427
F -2.212 -6.385 -1.950
F -3.653 -5.950 -3.521
O -3.929 -7.933 -0.591
C -3.384 -9.244 -0.453
C -1.943 -9.235 0.075
F -1.113 -8.553 -0.756
F -1.447 -10.498 0.166
F -3.512 -9.908 -1.625
F -4.192 -9.888 0.432
H -4.997 -6.739 -1.795
H -4.825 -8.333 -2.451
H -3.181 -8.363 -4.441
H -1.888 -8.770 1.063
C 4.473 2.467 -4.158
C 5.171 1.675 -3.042
C 4.532 1.811 -1.664
F 4.550 3.085 -1.214
F 5.215 1.073 -0.746
F 6.489 2.009 -3.013
F 5.133 0.352 -3.401
O 5.057 3.729 -4.491
C 4.644 4.827 -3.679
C 5.800 5.444 -2.883
F 6.371 4.537 -2.048
F 5.364 6.467 -2.100
F 3.610 4.439 -2.895
F 4.135 5.749 -4.540
H 4.580 1.871 -5.073
H 3.390 2.541 -4.007
H 3.498 1.455 -1.668
H 6.578 5.827 -3.549

As for the LUMO energy: 0.27 eV. Its spin multiplicity is 1. The HOMO-LUMO gap comes out at 9.418 eV. Its SMILES is [H]/N=C(/C)CB(CC#C)CCCP(=O)(OCC)OCC.FC(F)C(F)(F)COC(F)(F)C(F)F.FC(F)C(F)(F)COC(F)(F)C(F)F.FC(F)C(F)(F)COC(F)(F)C(F)F.

=====

Entry 2:
A cluster of 7 separate species, C28H37BN6O4 in total, computed with the ωB97M-V functional and the def2-TZVPD basis.

Positions of all 76 atoms, in Å:
O -5.093 0.497 2.004
C -3.939 0.818 1.958
C -2.897 0.886 3.037
C -2.282 2.249 2.666
B -0.963 2.701 3.423
O -0.866 3.932 3.986
O 0.156 1.902 3.445
C -2.194 2.057 1.152
O -3.363 1.254 0.811
H -3.276 0.758 4.044
H -2.159 0.113 2.796
H -3.077 2.990 2.821
H -1.711 4.372 4.088
H 0.040 1.057 3.881
H -1.326 1.483 0.832
H -2.285 2.999 0.620
N -0.768 -0.257 -1.729
C 0.403 0.154 -1.161
C 1.426 -0.484 -1.814
C 0.845 -1.313 -2.815
C -0.511 -1.149 -2.733
H -1.686 0.044 -1.451
H 0.420 0.859 -0.348
H 2.478 -0.374 -1.600
H 1.365 -1.953 -3.509
H -1.311 -1.591 -3.302
N 2.855 2.593 -2.645
C 3.678 3.666 -2.444
C 3.534 4.509 -3.516
C 2.586 3.916 -4.396
C 2.186 2.734 -3.829
H 2.748 1.813 -2.025
H 4.292 3.741 -1.563
H 4.048 5.445 -3.653
H 2.240 4.312 -5.336
H 1.488 1.985 -4.163
N -5.259 -2.009 3.577
C -4.434 -2.539 2.625
C -4.131 -3.825 2.992
C -4.804 -4.080 4.217
C -5.491 -2.940 4.548
H -5.628 -1.074 3.543
H -4.130 -1.954 1.774
H -3.499 -4.503 2.444
H -4.787 -4.993 4.787
H -6.125 -2.719 5.390
N -5.454 -3.285 -0.496
C -5.494 -2.800 -1.774
C -5.445 -3.869 -2.630
C -5.375 -5.045 -1.832
C -5.384 -4.648 -0.520
H -5.471 -2.727 0.339
H -5.557 -1.743 -1.965
H -5.461 -3.817 -3.705
H -5.327 -6.062 -2.181
H -5.348 -5.215 0.394
N 2.401 -3.146 -0.036
C 1.770 -4.334 0.201
C 2.629 -5.135 0.907
C 3.829 -4.397 1.102
C 3.654 -3.175 0.508
H 2.001 -2.369 -0.537
H 0.767 -4.510 -0.150
H 2.423 -6.137 1.245
H 4.715 -4.727 1.617
H 4.316 -2.329 0.429
N 8.333 4.489 -2.123
C 8.796 5.138 -1.011
C 7.744 5.812 -0.452
C 6.601 5.557 -1.260
C 6.997 4.737 -2.283
H 8.889 3.919 -2.732
H 9.827 5.066 -0.713
H 7.787 6.420 0.436
H 5.604 5.938 -1.108
H 6.444 4.313 -3.103

As for the LUMO energy: -0.11 eV. Its spin multiplicity is 1. The HOMO-LUMO gap comes out at 8.031 eV. Its SMILES is O=C1C[C@@H](B(O)O)CO1.c1cc[nH]c1.c1cc[nH]c1.c1cc[nH]c1.c1cc[nH]c1.c1cc[nH]c1.c1cc[nH]c1.

=====

Entry 3:
A structure of composition C28H37BN8O4PPtS2, computed with the ωB97M-V functional and the def2-TZVPD basis.

Positions of all 82 atoms, in Å:
Pt 0.280 0.180 0.034
C 2.181 -3.314 0.058
N 1.663 -3.187 1.391
C 1.127 -4.166 2.179
C 0.673 -3.559 3.309
N 0.924 -2.225 3.219
B 0.524 -1.131 4.225
N -0.833 -0.468 3.785
C -1.463 0.371 4.657
C -2.506 0.961 4.022
N -2.523 0.474 2.747
C -3.474 0.825 1.730
C -1.494 -0.402 2.623
S -1.296 -1.343 1.199
C 1.538 -2.016 2.051
S 2.193 -0.545 1.476
H 1.939 -4.299 -0.333
H 3.265 -3.173 0.055
H 1.724 -2.540 -0.573
H 1.127 -5.198 1.892
H 0.188 -3.987 4.161
H 0.355 -1.605 5.295
H 1.349 -0.272 4.200
H -1.114 0.469 5.664
H -3.238 1.661 4.367
H -3.830 1.838 1.909
H -4.321 0.138 1.751
H -2.998 0.775 0.750
C 2.406 3.144 -0.931
O 2.505 2.082 -1.861
P 1.470 0.831 -1.912
O 2.405 -0.307 -2.508
C 3.664 -0.634 -1.932
O 0.693 1.047 -3.301
C -0.176 2.146 -3.497
H 3.382 3.628 -0.890
H 2.155 2.762 0.060
H 1.657 3.873 -1.252
H 3.866 -1.665 -2.215
H 3.658 -0.541 -0.843
H 4.433 0.019 -2.345
H -0.912 1.844 -4.245
H 0.386 3.005 -3.868
H -0.690 2.414 -2.573
N -2.731 5.829 -0.010
C -2.138 5.087 0.630
C -1.365 4.158 1.365
C -1.128 4.290 2.735
C -0.292 3.368 3.342
C 0.280 2.366 2.569
N 0.025 2.224 1.272
C -0.780 3.093 0.683
H -1.573 5.101 3.292
H -0.069 3.427 4.396
H 0.970 1.657 3.004
H -0.970 2.940 -0.369
C -4.141 0.264 -5.152
N -3.454 -0.175 -3.964
N -3.318 0.663 -2.876
C -2.272 0.212 -2.089
O -1.899 0.812 -1.063
C -1.777 -0.947 -2.733
C -2.492 -1.128 -3.886
C -2.310 -2.128 -4.963
C -4.360 1.511 -2.452
C -4.047 2.704 -1.809
C -5.062 3.520 -1.340
C -6.385 3.157 -1.524
C -6.697 1.968 -2.162
C -5.691 1.137 -2.621
H -4.527 1.271 -4.992
H -4.978 -0.396 -5.394
H -3.460 0.286 -6.007
H -0.973 -1.550 -2.365
H -1.636 -2.911 -4.631
H -1.877 -1.653 -5.843
H -3.259 -2.573 -5.249
H -3.016 2.989 -1.679
H -4.811 4.444 -0.838
H -7.175 3.803 -1.172
H -7.727 1.675 -2.294
H -5.940 0.202 -3.097

As for the LUMO energy: -3.68 eV. Its spin multiplicity is 1. The total charge is +1. The HOMO-LUMO gap comes out at 6.732 eV.

=====

Entry 4:
A structure of composition C28H37Cl2CrN6O10PS, computed with the ωB97M-V functional and the def2-TZVPD basis.

Positions of all 86 atoms, in Å:
Cr -0.437 0.659 -0.794
C -2.583 0.817 -0.180
C -2.512 1.006 -1.580
C -1.963 -0.186 -2.151
C -1.740 -1.120 -1.101
C -2.090 -0.489 0.123
C -2.045 -1.073 1.499
C -1.211 -2.504 -1.281
C -1.740 -0.447 -3.608
C -2.964 2.228 -2.310
C -3.198 1.740 0.821
H -3.058 -1.176 1.895
H -1.485 -0.430 2.181
H -1.562 -2.046 1.502
H -2.001 -3.162 -1.650
H -0.824 -2.906 -0.346
H -0.401 -2.517 -2.010
H -1.507 0.470 -4.150
H -2.633 -0.881 -4.063
H -0.929 -1.162 -3.761
H -4.052 2.217 -2.410
H -2.531 2.286 -3.306
H -2.684 3.133 -1.770
H -2.675 1.700 1.777
H -4.233 1.437 1.003
H -3.196 2.771 0.479
N 2.621 0.464 2.094
C 2.582 -0.706 3.009
P 2.273 -2.174 1.951
O 3.576 -2.501 1.275
O 0.995 -1.944 1.233
C 2.111 -3.640 3.091
N 2.798 -4.728 2.319
H 2.958 1.307 2.558
H 1.673 0.708 1.710
H 3.191 0.311 1.245
H 1.781 -0.544 3.730
H 3.537 -0.790 3.524
H 1.086 -3.926 3.309
H 2.667 -3.497 4.017
H 3.094 -5.519 2.887
H 3.594 -4.227 1.858
H 2.236 -5.072 1.530
O 2.983 0.518 -0.679
C 2.349 -0.403 -1.194
O 1.083 -0.475 -1.351
C 3.089 -1.606 -1.717
C 4.299 -1.466 -2.373
C 4.968 -2.604 -2.789
C 4.518 -3.879 -2.514
C 3.329 -3.970 -1.813
C 2.585 -2.870 -1.441
N 2.882 -5.301 -1.374
O 3.334 -6.270 -1.928
O 2.075 -5.346 -0.447
N 6.236 -2.451 -3.533
O 6.874 -3.455 -3.759
O 6.556 -1.325 -3.852
H 4.730 -0.490 -2.548
H 5.079 -4.751 -2.814
H 1.659 -2.974 -0.896
N 1.540 0.885 -3.884
C 1.563 2.079 -3.275
S 0.397 2.574 -2.140
N 2.531 2.922 -3.646
C 2.790 4.192 -3.029
C 2.535 5.355 -3.734
C 2.814 6.580 -3.144
C 3.333 6.628 -1.860
C 3.580 5.453 -1.161
C 3.314 4.226 -1.745
H 0.900 0.190 -3.537
H 2.321 0.570 -4.437
H 3.126 2.656 -4.418
H 2.115 5.302 -4.731
H 2.618 7.495 -3.687
H 3.547 7.584 -1.401
H 3.988 5.498 -0.160
H 3.488 3.294 -1.220
Cl 0.465 2.375 3.793
C 0.624 3.388 2.338
Cl 2.332 3.763 2.005
C -0.008 2.715 1.111
O -0.775 3.378 0.447
O 0.353 1.494 0.879
H 0.124 4.328 2.534

As for the LUMO energy (spin up / spin down): -3.23 / -3.23 eV. Its spin multiplicity is 4. The total charge is +1. The HOMO-LUMO gap (spin up / spin down) comes out at 7.686 / 7.763 eV.

=====

Entry 5:
A structure of composition C28H37Cl2CrN6O10PS, computed with the ωB97M-V functional and the def2-TZVPD basis.

Positions of all 86 atoms, in Å:
Cr -0.392 -0.018 0.129
C -1.227 2.367 -1.559
C -1.243 3.498 -0.810
C -1.775 3.175 0.511
C -2.157 1.864 0.531
C -1.830 1.266 -0.780
C -2.888 0.469 -1.530
C -2.892 1.177 1.649
C -1.849 4.174 1.616
C -0.859 4.882 -1.243
C -0.822 2.220 -2.992
H -2.462 -0.261 -2.219
H -3.511 1.154 -2.113
H -3.555 -0.058 -0.851
H -2.349 0.335 2.097
H -3.858 0.803 1.301
H -3.097 1.875 2.458
H -2.117 5.161 1.237
H -0.875 4.273 2.107
H -2.576 3.900 2.378
H -0.334 4.873 -2.200
H -0.227 5.392 -0.510
H -1.747 5.506 -1.373
H -0.653 1.173 -3.244
H 0.090 2.779 -3.220
H -1.597 2.598 -3.663
N 1.502 -0.882 4.444
C 0.805 -2.191 4.163
P 1.029 -2.248 2.328
O 2.500 -2.247 2.146
O 0.191 -1.054 1.919
C 0.309 -3.817 1.729
N 0.314 -3.837 0.247
H 1.466 -0.602 5.423
H 1.078 -0.153 3.855
H 2.479 -0.966 4.135
H -0.225 -2.118 4.502
H 1.343 -2.975 4.691
H -0.715 -3.942 2.082
H 0.930 -4.633 2.096
H -0.348 -3.124 -0.114
H 0.024 -4.737 -0.129
H 1.209 -3.518 -0.200
O 1.724 -2.558 -1.259
C 1.595 -1.426 -1.726
O 0.782 -0.523 -1.326
C 2.518 -1.028 -2.851
C 3.504 -1.921 -3.249
C 4.402 -1.537 -4.223
C 4.369 -0.295 -4.823
C 3.389 0.573 -4.385
C 2.457 0.236 -3.420
N 3.395 1.942 -4.922
O 3.873 2.128 -6.009
O 2.927 2.823 -4.207
N 5.484 -2.471 -4.605
O 6.291 -2.077 -5.418
O 5.498 -3.552 -4.060
H 3.578 -2.895 -2.788
H 5.091 -0.013 -5.576
H 1.700 0.938 -3.107
N 1.850 3.270 -0.863
C 2.344 2.165 -0.317
S 1.469 1.439 0.983
N 3.529 1.776 -0.794
C 4.292 0.579 -0.714
C 3.882 -0.579 -0.074
C 4.675 -1.716 -0.159
C 5.866 -1.707 -0.867
C 6.277 -0.538 -1.494
C 5.494 0.601 -1.419
H 0.904 3.516 -0.605
H 2.218 3.625 -1.735
H 3.908 2.415 -1.482
H 2.951 -0.624 0.466
H 4.325 -2.613 0.333
H 6.472 -2.601 -0.935
H 7.208 -0.509 -2.046
H 5.817 1.512 -1.912
Cl -3.616 -3.251 2.170
C -3.779 -2.129 0.783
Cl -5.318 -2.324 -0.034
C -2.592 -2.406 -0.145
O -2.570 -3.403 -0.834
O -1.584 -1.600 -0.006
H -3.734 -1.138 1.206

As for the LUMO energy (spin up / spin down): -3.46 / -3.01 eV. Its spin multiplicity is 4. The total charge is +1. The HOMO-LUMO gap (spin up / spin down) comes out at 6.845 / 7.374 eV.

=====

Number 1: F_max 9.685 eV/Å. Number 2: F_max 0.511 eV/Å. Number 3: F_max 2.259 eV/Å. Number 4: F_max 0.530 eV/Å. Number 5: F_max 0.741 eV/Å.